Entry 1:
ORCA calculation (ωB97M-V with the def2-TZVPD basis set) on a 12-piece molecular cluster, C36H80O36S8 overall at a distorted geometry.

Atoms and positions in Å:
O1 4.63 -6.48 -0.26
S1 3.73 -6.21 0.89
O2 2.38 -6.74 0.88
O3 4.42 -6.52 2.35
C1 3.56 -6.63 3.47
C2 4.46 -6.19 4.63
C3 3.62 -4.29 1.03
H1 3.19 -7.65 3.52
H2 2.65 -6.06 3.30
H3 4.00 -6.01 5.60
H4 4.91 -5.23 4.37
H5 5.22 -6.90 4.94
H6 2.76 -4.06 1.66
H7 3.55 -3.82 0.05
H8 4.46 -3.98 1.66
O4 0.35 -3.27 2.19
S2 -0.74 -3.51 1.29
O5 -2.04 -2.82 1.29
O6 -0.05 -3.49 -0.25
C4 -0.80 -3.58 -1.41
C5 -0.10 -4.28 -2.47
C6 -1.31 -5.23 1.22
H9 -0.95 -2.62 -1.90
H10 -1.74 -4.04 -1.11
H11 -0.46 -4.03 -3.47
H12 -0.23 -5.37 -2.43
H13 0.96 -4.07 -2.34
H14 -1.47 -5.58 2.24
H15 -0.56 -5.72 0.59
H16 -2.31 -5.37 0.80
O7 1.36 4.51 -5.14
S3 1.42 4.35 -3.66
O8 2.03 5.30 -2.74
O9 -0.16 4.09 -3.03
C7 -1.06 3.29 -3.62
C8 -1.47 3.77 -5.02
C9 2.00 2.63 -3.49
H17 -2.05 3.48 -3.19
H18 -0.78 2.24 -3.50
H19 -0.77 3.47 -5.79
H20 -1.65 4.84 -4.98
H21 -2.41 3.31 -5.31
H22 1.47 2.01 -4.22
H23 1.72 2.47 -2.45
H24 3.09 2.69 -3.51
O10 7.04 -4.94 -4.48
S4 6.18 -4.10 -5.37
O11 5.41 -4.67 -6.51
O12 5.06 -3.31 -4.43
C10 5.42 -2.56 -3.32
C11 4.27 -2.47 -2.43
C12 7.15 -2.58 -5.86
H25 5.54 -1.54 -3.70
H26 6.33 -2.80 -2.77
H27 4.51 -2.23 -1.39
H28 3.85 -3.48 -2.38
H29 3.48 -1.79 -2.75
H30 7.83 -2.96 -6.62
H31 7.90 -2.44 -5.07
H32 6.42 -1.84 -6.19
O13 0.73 5.80 4.36
S5 -0.07 4.91 3.64
O14 -0.98 4.01 4.31
O15 -0.95 5.75 2.44
C13 -1.94 4.97 1.69
C14 -1.72 5.35 0.24
C15 1.01 3.87 2.40
H33 -2.98 5.20 1.92
H34 -1.90 3.90 1.87
H35 -2.27 4.61 -0.35
H36 -0.68 5.15 -0.03
H37 -2.02 6.34 -0.08
H38 2.07 4.01 2.61
H39 0.81 4.34 1.44
H40 0.92 2.79 2.52
O16 0.01 -0.25 -1.33
S6 0.60 0.29 -0.06
O17 0.87 1.74 0.04
O18 -0.44 -0.12 1.15
C16 -1.46 0.80 1.38
C17 -2.76 0.15 1.77
C18 1.96 -0.82 0.47
H41 -1.85 1.35 0.52
H42 -1.18 1.42 2.23
H43 -3.05 -0.63 1.08
H44 -3.65 0.79 1.72
H45 -2.74 -0.16 2.82
H46 1.64 -1.84 0.23
H47 2.19 -0.76 1.53
H48 2.78 -0.51 -0.18
O19 -1.89 -3.19 -5.27
S7 -1.90 -1.74 -5.65
O20 -1.37 -1.25 -6.94
O21 -3.48 -1.20 -5.47
C19 -3.89 0.14 -5.80
C20 -5.47 0.11 -5.96
C21 -1.21 -0.63 -4.35
H49 -3.22 0.39 -6.63
H50 -3.55 0.80 -5.00
H51 -5.87 0.35 -6.95
H52 -5.80 0.97 -5.38
H53 -5.89 -0.83 -5.59
H54 -1.06 0.30 -4.91
H55 -0.24 -0.98 -3.99
H56 -1.90 -0.37 -3.55
O22 -4.15 2.96 -1.08
S8 -4.73 2.49 -2.35
O23 -4.30 3.05 -3.61
O24 -4.53 0.81 -2.52
C22 -4.79 0.01 -1.35
C23 -4.34 -1.44 -1.70
C24 -6.51 2.60 -2.27
H57 -5.84 0.02 -1.09
H58 -4.16 0.36 -0.52
H59 -4.47 -2.00 -0.77
H60 -3.28 -1.49 -1.96
H61 -4.97 -1.96 -2.43
H62 -6.92 3.48 -2.78
H63 -6.81 2.75 -1.23
H64 -6.82 1.77 -2.91
C25 5.54 0.18 4.58
C26 5.36 -0.27 3.14
O25 4.58 -1.43 3.31
C27 4.54 -1.82 4.68
O26 4.09 -2.81 5.13
O27 5.00 -0.84 5.35
H65 4.99 1.07 4.90
H66 6.61 0.28 4.79
H67 6.30 -0.59 2.70
H68 4.69 0.31 2.50
C28 6.20 4.58 0.09
C29 5.77 4.34 -1.35
O28 5.01 3.17 -1.39
C30 4.92 2.72 -0.17
O29 4.29 1.70 0.18
O30 5.57 3.52 0.66
H69 5.86 5.55 0.46
H70 7.28 4.56 0.22
H71 6.65 4.16 -1.97
H72 5.27 5.27 -1.61
C31 -3.23 1.51 6.52
C32 -3.49 0.58 7.69
O31 -3.84 -0.59 6.94
C33 -3.52 -0.52 5.71
O32 -3.65 -1.30 4.77
O33 -3.16 0.70 5.43
H73 -2.28 2.01 6.73
H74 -3.97 2.32 6.51
H75 -4.21 1.03 8.37
H76 -2.55 0.46 8.23
C34 -6.96 2.83 6.37
C35 -7.68 1.62 5.67
O34 -6.62 1.25 4.78
C36 -6.02 2.39 4.38
O35 -5.29 2.45 3.38
O36 -6.15 3.36 5.40
H77 -6.51 2.37 7.25
H78 -7.76 3.52 6.66
H79 -8.44 1.80 4.91
H80 -8.01 0.88 6.40

The energy above the lowest of the compared OMol25 structures with the same formula, charge and spin comes out at 6.5417 eV. As for the HOMO-LUMO gap: 10.32 eV. The calculation puts the molar mass at 1345.54 Da.

Entry 2:
ORCA calculation (ωB97M-V with the def2-TZVPD basis set) on C36H81AsF6N3O6 as an isolated structure at a distorted geometry.

Atoms and positions in Å:
As1 21.64 1.56 11.31
F1 20.45 1.72 12.58
F2 21.71 3.29 11.22
F3 22.88 1.46 10.09
F4 21.56 -0.20 11.41
F5 20.32 1.48 10.17
F6 22.90 1.53 12.54
C1 22.14 -4.65 13.13
C2 21.80 -3.18 13.41
N1 20.65 -3.00 14.30
C3 20.78 -3.71 15.57
C4 21.87 -3.15 16.49
C5 20.34 -1.58 14.40
C6 19.10 -1.34 15.24
H1 23.01 -4.75 12.48
H2 21.31 -5.11 12.58
H3 22.33 -5.28 14.00
H4 22.71 -2.71 13.79
H5 21.53 -2.72 12.46
H6 19.81 -3.60 16.07
H7 20.87 -4.78 15.43
H8 21.85 -3.73 17.42
H9 22.87 -3.27 16.05
H10 21.78 -2.09 16.71
H11 20.19 -1.22 13.38
H12 21.18 -0.96 14.75
H13 19.22 -1.46 16.31
H14 18.29 -1.95 14.83
H15 18.71 -0.33 15.06
C7 16.73 5.80 7.82
C8 17.26 7.02 8.56
N2 18.63 7.37 8.23
C9 19.59 6.28 8.35
C10 19.65 5.56 9.71
C11 19.04 8.52 9.02
C12 18.28 9.80 8.68
H16 16.69 5.93 6.74
H17 15.70 5.56 8.12
H18 17.32 4.90 8.01
H19 16.57 7.84 8.36
H20 17.18 6.82 9.65
H21 19.32 5.53 7.60
H22 20.58 6.66 8.10
H23 18.68 5.12 9.94
H24 20.34 4.73 9.59
H25 19.93 6.22 10.53
H26 20.09 8.72 8.79
H27 18.99 8.31 10.10
H28 18.72 10.68 9.17
H29 17.27 9.75 9.10
H30 18.23 10.09 7.63
C13 23.22 5.84 9.44
C14 23.21 4.62 8.55
N3 24.23 4.59 7.51
C15 24.13 3.29 6.83
C16 25.17 3.09 5.74
C17 24.16 5.73 6.63
C18 22.90 5.84 5.74
H31 22.68 5.67 10.37
H32 22.76 6.71 8.95
H33 24.26 6.16 9.56
H34 23.24 3.74 9.19
H35 22.19 4.55 8.12
H36 23.13 3.18 6.40
H37 24.26 2.51 7.58
H38 24.99 2.14 5.22
H39 26.19 3.01 6.12
H40 25.11 3.82 4.93
H41 24.29 6.67 7.17
H42 24.98 5.70 5.91
H43 22.77 4.96 5.10
H44 21.96 5.91 6.30
H45 22.97 6.69 5.07
C19 20.09 2.90 7.23
C20 20.10 1.56 6.55
O1 19.33 1.29 5.65
C21 21.02 0.52 7.10
H46 19.10 3.34 7.08
H47 20.88 3.50 6.79
H48 20.33 2.78 8.28
H49 20.85 -0.48 6.69
H50 20.81 0.43 8.17
H51 22.09 0.70 7.00
C22 17.41 0.37 12.49
C23 16.65 1.56 12.03
O2 15.62 1.50 11.40
C24 17.27 2.91 12.35
H52 17.32 0.29 13.57
H53 18.48 0.47 12.29
H54 17.09 -0.51 11.95
H55 17.78 2.88 13.31
H56 16.55 3.72 12.33
H57 18.05 3.11 11.60
C25 22.15 1.75 15.87
C26 20.73 2.25 15.85
O3 19.88 1.77 16.56
C27 20.46 3.54 15.12
H58 22.82 2.52 16.26
H59 22.49 1.51 14.86
H60 22.25 0.83 16.46
H61 20.93 3.55 14.13
H62 20.79 4.43 15.65
H63 19.39 3.62 14.96
C28 27.34 1.36 9.94
C29 27.17 2.58 10.80
O4 28.11 3.02 11.43
C30 25.81 3.23 10.79
H64 26.53 1.30 9.22
H65 27.33 0.48 10.59
H66 28.33 1.34 9.49
H67 25.75 3.87 9.91
H68 25.65 3.85 11.67
H69 25.02 2.48 10.80
C31 24.43 -1.36 11.05
C32 23.89 -2.44 10.15
O5 24.54 -3.43 9.86
C33 22.53 -2.23 9.54
H70 23.56 -1.14 11.68
H71 24.74 -0.40 10.65
H72 25.20 -1.76 11.71
H73 21.73 -2.43 10.25
H74 22.40 -2.89 8.69
H75 22.43 -1.19 9.24
C34 17.51 -0.46 8.92
C35 16.52 -0.15 7.81
O6 15.95 -1.03 7.19
C36 16.21 1.29 7.53
H76 18.41 0.14 8.76
H77 17.78 -1.51 8.80
H78 17.03 -0.16 9.85
H79 15.56 1.37 6.66
H80 17.11 1.87 7.30
H81 15.72 1.72 8.41

As for the total charge: -1. The energy above the lowest of the compared OMol25 structures with the same formula, charge and spin comes out at 0.0000 eV. As for the HOMO-LUMO gap: 8.60 eV. The calculation puts the molar mass at 840.97 Da.